# 1
{
  "formula": "C37H103AsF6N11O10",
  "method": "ωB97M-V with the def2-TZVPD basis set",
  "s_squared": 0.7545,
  "lumo_energy_ev": [-0.7, -4.3],
  "homo_lumo_gap_ev": [7.82, 4.25],
  "spin_multiplicity": 2,
  "elements": ["As", "F", "F", "F", "F", "F", "F", "C", "O", "N", "N", "H", "H", "H", "H", "C", "C", "C", "O", "C", "N", "H", "H", "H", "H", "H", "H", "H", "H", "H", "H", "H", "C", "C", "C", "O", "C", "N", "H", "H", "H", "H", "H", "H", "H", "H", "H", "H", "H", "C", "C", "C", "O", "C", "N", "H", "H", "H", "H", "H", "H", "H", "H", "H", "H", "H", "C", "C", "C", "O", "C", "N", "H", "H", "H", "H", "H", "H", "H", "H", "H", "H", "H", "C", "C", "C", "O", "C", "N", "H", "H", "H", "H", "H", "H", "H", "H", "H", "H", "H", "C", "C", "C", "O", "C", "N", "H", "H", "H", "H", "H", "H", "H", "H", "H", "H", "H", "C", "C", "C", "O", "C", "N", "H", "H", "H", "H", "H", "H", "H", "H", "H", "H", "H", "C", "C", "C", "O", "C", "N", "H", "H", "H", "H", "H", "H", "H", "H", "H", "H", "H", "C", "C", "C", "O", "C", "N", "H", "H", "H", "H", "H", "H", "H", "H", "H", "H", "H"],
  "positions_angstrom": [[0.50577, 0.91297, -0.60152], [0.13389, 2.46118, -1.46390], [-1.30386, 0.62887, -0.51285], [0.90035, -0.51893, 0.41866], [2.22011, 1.39835, -0.47944], [0.26896, 1.86134, 0.97039], [0.75374, -0.00372, -2.14127], [5.20042, 0.07217, -1.66615], [6.18548, -0.37783, -2.20866], [5.05575, 1.28648, -1.36772], [4.13565, -0.60864, -1.33323], [5.91915, 1.80840, -1.32021], [4.13979, 1.64108, -1.13240], [3.42924, -0.06880, -0.85402], [4.01606, -1.57974, -1.58374], [-2.19052, 5.14848, 3.81366], [-0.88607, 4.41784, 3.51632], [0.16205, 4.75020, 4.57293], [0.52080, 6.10440, 4.58335], [1.51157, 6.45322, 5.51806], [-1.08102, 3.00194, 3.37179], [-2.80233, 4.97988, 2.92746], [-2.22918, 6.23151, 3.93055], [-2.74265, 4.70163, 4.64045], [-0.43094, 4.79701, 2.60134], [1.03175, 4.14199, 4.32434], [-0.24386, 4.57887, 5.56991], [2.47714, 6.06593, 5.19281], [1.41365, 5.96458, 6.48746], [1.77336, 7.49963, 5.67495], [-0.49593, 2.76611, 2.58302], [-1.99960, 3.01147, 2.95199], [-0.12869, 0.57143, -5.41734], [-0.76500, 1.52711, -6.39418], [0.09990, 2.86627, -6.46925], [0.00075, 3.53232, -5.25597], [0.88011, 4.64856, -5.03094], [-0.83475, 0.95711, -7.74225], [-0.51953, -0.42564, -5.62032], [-0.44005, 0.79613, -4.39721], [0.92170, 0.30660, -5.53821], [-1.72330, 1.81601, -5.96254], [-0.33497, 3.37274, -7.33093], [1.15895, 2.69656, -6.66349], [0.49604, 4.98198, -4.06688], [0.63116, 5.38077, -5.79906], [1.92336, 4.34482, -4.94451], [-0.94333, 1.74909, -8.35957], [-0.07637, 0.40007, -8.10923], [3.22389, 3.71943, 1.69979], [3.52911, 2.30931, 2.24647], [4.49586, 2.11506, 3.41795], [5.82089, 2.39918, 3.07547], [6.47879, 1.48005, 2.22022], [2.28871, 1.66794, 2.73571], [4.16310, 4.11580, 1.31394], [2.82633, 4.42621, 2.42815], [2.50705, 3.78398, 0.88123], [3.84955, 1.69906, 1.40206], [4.47340, 1.11312, 3.84653], [4.17579, 2.75832, 4.23763], [7.46805, 1.93435, 2.16468], [6.02116, 1.29110, 1.24914], [6.48557, 0.52190, 2.73982], [2.10585, 2.13848, 3.61050], [1.61284, 1.80247, 1.99734], [-3.66491, 1.52048, -2.96034], [-3.58063, 3.01752, -2.73998], [-3.44372, 3.34828, -1.20851], [-4.37204, 2.65860, -0.38096], [-5.70646, 3.06566, -0.62148], [-2.37489, 3.39761, -3.42528], [-4.59840, 1.09986, -2.58649], [-2.80594, 1.05193, -2.47998], [-3.61651, 1.23068, -4.01000], [-4.42449, 3.64146, -3.03442], [-3.44612, 4.41157, -0.96873], [-2.53118, 2.97858, -0.74088], [-6.36742, 2.55710, 0.08038], [-5.96038, 2.72642, -1.62575], [-5.70890, 4.13800, -0.42610], [-1.54080, 3.17050, -2.90295], [-2.32511, 2.89699, -4.30107], [-1.60453, -2.49967, -1.84796], [-1.41907, -3.35862, -0.56556], [-1.89591, -4.83730, -0.80742], [-3.31552, -5.00191, -0.98888], [-3.89345, -5.16530, 0.31462], [-0.07707, -3.13602, -0.06142], [-2.61255, -2.09903, -1.95511], [-1.33074, -3.07936, -2.72949], [-0.88702, -1.67941, -1.82680], [-2.15056, -2.90800, 0.10524], [-1.53905, -5.60365, -0.11933], [-1.43826, -5.11335, -1.75739], [-3.62972, -4.42280, 1.06777], [-3.68169, -6.09775, 0.83786], [-4.97693, -5.05788, 0.26375], [0.07905, -2.14126, -0.13992], [0.61289, -3.53777, -0.68001], [-1.01438, -5.35342, 4.03987], [-0.39684, -3.96483, 3.89463], [-1.43560, -2.91805, 3.39042], [-0.89859, -1.68660, 3.52205], [-1.53601, -0.72303, 2.71125], [-0.04306, -3.49763, 5.25714], [-0.42309, -6.21559, 4.34831], [-1.46814, -5.56464, 3.07157], [-1.82434, -5.30978, 4.76799], [0.48701, -4.05356, 3.26293], [-2.32556, -2.96689, 4.01788], [-1.67701, -3.12548, 2.34792], [-1.16069, 0.26328, 2.98408], [-2.60810, -0.56957, 2.83438], [-1.40660, -0.97008, 1.65753], [-0.84359, -3.73826, 5.82402], [0.41667, -4.31141, 5.63992], [-5.07450, -2.06054, 1.14272], [-4.87300, -0.91923, 0.05667], [-6.25820, -0.39772, -0.44874], [-6.88859, -1.43767, -1.16908], [-8.21659, -1.16603, -1.64941], [-4.00325, 0.13352, 0.54987], [-5.40845, -2.93704, 0.58746], [-5.70299, -1.79534, 1.99288], [-4.11406, -2.24520, 1.62391], [-4.40617, -1.29601, -0.85339], [-6.21441, 0.51172, -1.04796], [-6.85280, -0.23489, 0.45017], [-8.92487, -1.12608, -0.82185], [-8.49306, -1.88721, -2.41853], [-8.29318, -0.23017, -2.20292], [-4.02038, 0.98913, 0.01347], [-3.08681, -0.12390, 0.21225], [1.46713, -2.98634, -4.51986], [2.94029, -3.01454, -3.96848], [3.80263, -1.83559, -4.40605], [3.96588, -1.87831, -5.76571], [4.67812, -3.03611, -6.35002], [2.97772, -3.02779, -2.48571], [1.49678, -3.11671, -5.60164], [1.04636, -2.01052, -4.27737], [0.87973, -3.77364, -4.04741], [3.43411, -3.96190, -4.18471], [4.73318, -1.72593, -3.84913], [3.23543, -0.94621, -4.13147], [4.04815, -3.80796, -6.79216], [5.36785, -3.51440, -5.65459], [5.35921, -2.70807, -7.13527], [2.32563, -2.31708, -2.18605], [2.44985, -3.84109, -2.20288], [3.89193, -1.62541, 1.96314], [3.01467, -1.96712, 3.15080], [3.77052, -2.04701, 4.48463], [2.85655, -2.47260, 5.52936], [3.59354, -3.13189, 6.53290], [1.89673, -1.06503, 3.25165], [4.33380, -0.63801, 2.09686], [3.21713, -1.61195, 1.10725], [4.62202, -2.39932, 1.72618], [2.61235, -2.97873, 3.09711], [4.24779, -1.12762, 4.82379], [4.59584, -2.75171, 4.38303], [3.01502, -3.45690, 7.39764], [4.46889, -2.56964, 6.85807], [4.02991, -4.02050, 6.07677], [2.24402, -0.11948, 3.17808], [1.37780, -1.08439, 2.38538]]
}

# 2
{
  "formula": "C37H107F3N8O14",
  "method": "ωB97M-V with the def2-TZVPD basis set",
  "relative_energy_ev": 1.847,
  "lumo_energy_ev": 0.2,
  "homo_lumo_gap_ev": 8.72,
  "elements": ["N", "H", "H", "H", "H", "C", "O", "O", "C", "F", "F", "F", "C", "C", "H", "H", "H", "H", "H", "H", "C", "O", "H", "H", "H", "H", "C", "O", "H", "H", "H", "H", "C", "O", "H", "H", "H", "H", "C", "O", "H", "H", "H", "H", "C", "O", "H", "H", "H", "H", "C", "C", "C", "O", "C", "N", "H", "H", "H", "H", "H", "H", "H", "H", "H", "H", "H", "C", "C", "C", "O", "C", "N", "H", "H", "H", "H", "H", "H", "H", "H", "H", "H", "H", "C", "C", "C", "O", "C", "N", "H", "H", "H", "H", "H", "H", "H", "H", "H", "H", "H", "C", "C", "C", "O", "C", "N", "H", "H", "H", "H", "H", "H", "H", "H", "H", "H", "H", "C", "C", "C", "O", "C", "N", "H", "H", "H", "H", "H", "H", "H", "H", "H", "H", "H", "C", "C", "C", "O", "C", "N", "H", "H", "H", "H", "H", "H", "H", "H", "H", "H", "H", "C", "C", "C", "O", "C", "N", "H", "H", "H", "H", "H", "H", "H", "H", "H", "H", "H"],
  "positions_angstrom": [[0.22689, -0.38099, 0.42452], [-0.45702, 0.33585, 0.22834], [0.61378, -0.86059, -0.37573], [-0.13132, -1.10376, 1.03229], [0.99796, 0.07761, 0.88846], [-2.19356, 2.81403, -0.73619], [-1.87864, 2.61920, -2.11362], [-1.53978, 1.74580, -0.08337], [-2.03088, 4.27379, -0.19260], [-3.06775, 5.00907, -0.55719], [-2.14902, 4.32051, 1.16634], [-0.89876, 4.91256, -0.52768], [-2.65048, 3.33307, -3.05671], [-2.20598, 3.05576, -4.52370], [-2.38172, 2.02206, -4.82149], [-2.61743, 3.82155, -5.18126], [-1.12042, 3.13414, -4.46436], [-2.49811, 4.41072, -2.99722], [-3.73612, 3.23923, -3.08289], [-3.27161, 2.68549, -0.63937], [2.51208, 2.28430, 4.90972], [3.41595, 1.36464, 4.31211], [1.84769, 2.67342, 4.13818], [1.80043, 1.84089, 5.60616], [3.07834, 3.12287, 5.31502], [3.94275, 1.00935, 5.03173], [-3.31879, 0.83559, 2.63531], [-2.87321, 0.00995, 1.64200], [-3.85164, 1.69808, 2.23497], [-3.91599, 0.26078, 3.34315], [-2.52132, 1.37679, 3.14448], [-2.49537, 0.58191, 0.96992], [-2.79351, -0.88675, -2.10266], [-2.08688, 0.10348, -2.80175], [-2.51153, -0.66235, -1.07396], [-3.87575, -0.77066, -2.16073], [-2.50449, -1.90496, -2.36309], [-1.99910, 0.88918, -2.25716], [4.12714, -3.49081, 3.67599], [3.29496, -3.96679, 2.64030], [3.96391, -2.41425, 3.62638], [3.99646, -4.05023, 4.60232], [5.16325, -3.61711, 3.36191], [3.28901, -4.92150, 2.53992], [1.65885, 4.56141, 1.07271], [0.88394, 3.46840, 1.42681], [2.03964, 4.50891, 0.05274], [0.99567, 5.42619, 1.09392], [2.45551, 4.74274, 1.79421], [0.08489, 3.42573, 0.89643], [4.31925, 2.05252, 0.69760], [3.35840, 0.85400, 0.62064], [4.03887, -0.50143, 0.86342], [4.87630, -0.91345, -0.24525], [5.49463, -2.14531, -0.10086], [2.29420, 0.99364, 1.57114], [3.76135, 2.96281, 0.47806], [5.07728, 2.02461, -0.08516], [4.66810, 2.20185, 1.71941], [2.83979, 0.83932, -0.33797], [3.29639, -1.28874, 0.99365], [4.60274, -0.52133, 1.79602], [4.74776, -2.93431, -0.18893], [6.07909, -2.21087, 0.81686], [6.17542, -2.41155, -0.90941], [1.90408, 1.91706, 1.44781], [2.64259, 1.07762, 2.51543], [-2.05698, -0.11914, -9.43261], [-2.78167, -0.44275, -8.15399], [-2.13482, 0.06164, -6.87646], [-0.84241, -0.45534, -6.81324], [-0.19894, -0.11358, -5.59375], [-4.19259, -0.04785, -8.37621], [-1.80568, 0.91267, -9.67823], [-2.70089, -0.38768, -10.27009], [-1.10923, -0.65697, -9.45685], [-2.84528, -1.53009, -8.11237], [-2.68643, -0.23546, -5.98452], [-2.07677, 1.14852, -6.93491], [-0.18561, 0.97281, -5.50603], [0.82745, -0.47023, -5.67992], [-0.79662, -0.64374, -4.85226], [-4.32749, -0.35566, -9.32866], [-4.26676, 0.95882, -8.41103], [2.41368, -2.51989, -1.80280], [1.15370, -2.24751, -2.64805], [0.12487, -3.38743, -2.54322], [0.75195, -4.56403, -2.94196], [-0.20603, -5.63371, -2.95931], [0.60750, -0.92457, -2.25411], [2.99168, -1.59598, -1.78279], [2.98704, -3.31254, -2.28350], [2.13293, -2.76828, -0.77929], [1.51779, -2.06773, -3.65960], [-0.77417, -3.21408, -3.13464], [-0.25106, -3.53619, -1.53098], [-0.40039, -5.84639, -1.90808], [0.14689, -6.58874, -3.34848], [-1.16951, -5.46743, -3.44114], [1.16026, -0.15431, -2.60235], [-0.32570, -0.86157, -2.63525], [-3.78685, -3.68599, -0.07165], [-2.77694, -3.69690, 1.02116], [-1.87235, -4.99707, 1.03669], [-1.17851, -5.09776, 2.27490], [-0.52015, -6.27237, 2.59718], [-1.93841, -2.52195, 0.90219], [-4.44751, -2.82616, 0.03934], [-4.46504, -4.53627, 0.00032], [-3.36334, -3.77954, -1.07164], [-3.28179, -3.58619, 1.98084], [-1.15433, -4.99391, 0.21661], [-2.50889, -5.87741, 0.94764], [0.20195, -6.45513, 1.80140], [-1.24383, -7.08125, 2.69763], [0.06961, -6.04194, 3.48442], [-1.20104, -2.56180, 1.59125], [-2.36219, -1.63566, 1.13669], [4.98427, -0.06116, -3.85478], [3.81252, 0.52249, -4.62664], [3.07324, 1.66655, -3.90373], [2.38941, 1.26071, -2.71604], [1.39929, 2.23397, -2.37820], [4.20035, 0.89358, -5.95723], [5.63265, 0.70306, -3.42619], [5.57808, -0.80121, -4.39128], [4.64956, -0.59947, -2.96805], [3.11947, -0.31754, -4.67270], [2.36451, 2.04448, -4.64060], [3.74826, 2.52139, -3.86260], [1.77659, 3.07533, -1.79694], [0.66298, 1.72925, -1.75274], [0.83692, 2.54917, -3.25712], [3.45258, 1.53447, -6.18131], [4.96295, 1.55513, -5.98707], [0.63594, -0.72208, 4.10655], [0.10979, -2.15829, 3.89455], [-1.32660, -2.24901, 4.28985], [-1.65710, -1.93544, 5.62941], [-3.04504, -2.08250, 6.00783], [0.40212, -2.47322, 2.51769], [0.32687, -0.38271, 5.09518], [0.25089, 0.04042, 3.42948], [1.72432, -0.66614, 4.08659], [0.63612, -2.81611, 4.58617], [-1.58007, -3.29236, 4.10203], [-1.85248, -1.60000, 3.58961], [-3.44128, -3.09788, 6.01844], [-3.69758, -1.49198, 5.36473], [-3.15059, -1.74083, 7.03750], [1.41202, -2.45894, 2.51678], [0.23303, -3.46821, 2.47888], [-2.61169, 6.61930, 5.79605], [-2.90246, 5.17139, 6.21866], [-1.82843, 4.18982, 5.72918], [-2.34949, 2.89919, 5.93822], [-1.39001, 1.85739, 5.66668], [-2.99717, 5.18119, 7.65534], [-1.69215, 6.97572, 6.26028], [-3.34762, 7.33398, 6.16446], [-2.63219, 6.76340, 4.71581], [-3.90695, 4.91233, 5.88401], [-0.85779, 4.40113, 6.17787], [-1.61910, 4.26401, 4.66204], [-0.68235, 1.76836, 6.49094], [-0.77921, 2.09593, 4.79598], [-1.75039, 0.84725, 5.47212], [-2.07870, 5.40784, 8.00910], [-3.03779, 4.17859, 7.77040]]
}